Below is C13H13AsClF3INO4RhS as an isolated structure in a non-equilibrium geometry, with properties calculated with ωB97M-V/def2-TZVPD.

Summary:
Max |F|: 1.96 eV/A
Energy: -126821.697 eV
Net charge: +1
HOMO energy (spin up / spin down): -11.81 / -12.51 eV
⟨S²⟩: 6.04
Spin multiplicity: 5
Frontier orbital gap (spin up / spin down): 0.2806 / 0.2387 Ha

```
39
C13H13AsClF3INO4RhS (ωB97M-V/def2-TZVPD)
Rh -0.274 0.377 0.357
Cl 3.162 -4.377 -3.103
C 1.919 -3.399 -2.474
C 0.633 -3.908 -2.376
C -0.409 -3.132 -1.904
I -2.358 -3.832 -1.745
C -0.214 -1.786 -1.480
O -1.162 -1.055 -1.116
C 1.158 -1.295 -1.502
N 1.357 -0.055 -1.011
C 2.567 0.471 -1.030
C 3.659 -0.206 -1.577
C 3.490 -1.480 -2.070
C 2.214 -2.072 -2.032
H 0.437 -4.923 -2.683
H 2.688 1.463 -0.612
H 4.624 0.275 -1.593
H 4.332 -2.019 -2.476
F 1.838 0.109 4.183
C 1.528 -0.425 3.020
F 1.736 0.528 2.060
F 2.368 -1.413 2.744
S -0.270 -0.939 2.792
O -0.649 -1.791 3.850
O -0.161 -1.563 1.465
O -0.922 0.367 2.691
C -2.375 2.962 -1.137
As -1.968 2.099 0.592
C -1.472 3.647 1.682
C -3.749 1.618 1.217
H -3.123 3.747 -0.997
H -2.758 2.217 -1.836
H -1.467 3.401 -1.552
H -2.304 4.357 1.711
H -0.596 4.138 1.251
H -1.236 3.313 2.693
H -4.371 2.517 1.274
H -3.672 1.158 2.201
H -4.199 0.907 0.521
```

Below is a 2-piece molecular cluster, CH6NOP overall in a non-equilibrium geometry, with properties calculated with ωB97M-V/def2-TZVPD.

Summary:
Max |F|: 3.51 eV/A
Energy: -13960.228 eV
HOMO energy: -9.81 eV
Relative energy (zero: lowest compared OMol25 entry of this formula, charge and spin): 123.2 kJ/mol
Frontier orbital gap: 0.3855 Ha

```
10
CH6NOP (ωB97M-V/def2-TZVPD)
C 0.699 1.198 0.413
N -0.056 -1.536 0.292
O -1.967 0.507 -0.068
P -0.567 0.015 -0.363
H 1.565 1.156 -0.215
H 0.260 2.232 0.414
H 0.772 0.888 1.415
H -0.747 -2.174 0.700
H 0.399 -2.131 -0.379
H -0.359 -0.156 -2.208
```